Record 1
70
Properties=species:S:1:pos:R:3:forces:R:3:mulliken_charge:R:1 method="wB97M-V/def2-TZVPD" total_charge=+1 orbital_gap_ev="6.91 / 6.91" spin_multiplicity=2 e_lumo_ev="-4.15 / -4.14" total_energy_ha=-2642.87702
Ir -0.62224 0.22310 -0.53546 0.46 -0.60 0.95 1.06
O -2.81454 -3.09732 -2.44529 -0.01 -0.03 0.05 -0.45
C -2.02426 -2.18893 -1.89301 -0.05 0.01 -0.05 0.19
O -1.96589 -1.03773 -2.25439 -0.05 0.21 0.01 -0.52
C -1.15773 -2.73698 -0.80909 -0.02 0.00 0.02 0.25
C -1.13993 -4.08422 -0.50065 0.00 -0.04 -0.02 -0.35
C -0.20439 -4.54676 0.41004 -0.01 -0.02 -0.01 -0.93
C 0.69857 -3.64445 0.93589 0.02 0.05 0.00 -0.85
C 0.60213 -2.29689 0.60501 0.03 -0.09 0.04 0.96
N -0.34267 -1.83565 -0.23139 0.15 0.18 -0.09 0.43
C 1.70090 -1.41281 1.17004 -0.06 0.09 -0.10 -0.20
O 2.78186 -1.86643 1.37177 -0.03 -0.07 0.02 -0.53
O 1.41970 -0.10324 1.36269 0.02 0.04 0.03 -0.48
H -3.32264 -2.67968 -3.15950 0.01 0.01 0.00 0.40
H -1.83761 -4.74827 -0.98889 0.01 0.00 0.00 0.61
H -0.15770 -5.59395 0.67421 -0.01 0.00 0.00 0.49
H 1.49729 -3.95280 1.59465 -0.02 0.00 0.02 0.61
C 2.37502 -1.35190 -2.39951 0.01 0.03 -0.01 -1.13
C 2.13513 0.09765 -2.18074 0.01 -0.06 0.02 0.11
N 1.12544 0.65097 -1.52792 -0.04 0.04 -0.34 0.03
C 1.29914 2.01696 -1.58661 0.03 -0.01 0.02 0.17
C 2.43472 2.29264 -2.27304 0.06 -0.01 -0.09 0.12
N 2.94362 1.07464 -2.63435 -0.02 -0.02 0.00 -0.04
C 3.14623 3.53491 -2.68436 0.01 0.09 0.02 0.49
O 2.60277 4.67302 -2.32095 0.25 0.02 -0.15 -0.53
O 4.16456 3.43012 -3.31876 0.01 -0.02 -0.01 -0.59
C 0.29838 2.88748 -0.93687 0.05 -0.05 0.05 0.90
O 0.39950 4.10016 -0.98915 -0.10 0.13 0.12 -0.86
O -0.63748 2.23291 -0.32144 -0.45 0.16 -0.37 -0.67
H 1.55783 -1.92479 -1.97089 0.00 -0.01 -0.04 0.00
H 3.30864 -1.66663 -1.93181 -0.01 0.00 0.01 0.31
H 2.43417 -1.57761 -3.46436 0.00 0.01 0.00 0.48
H 3.79520 0.98276 -3.17211 0.00 0.00 0.02 0.25
H 1.76124 4.54676 -1.80740 -0.15 -0.01 0.09 0.44
Cl -5.90738 1.82992 -0.10473 0.02 -0.02 0.01 -0.18
C -4.66950 0.86288 0.59339 -0.03 0.04 0.02 -0.21
C -4.92100 0.06765 1.69866 0.00 0.01 0.00 -0.22
C -3.87493 -0.67413 2.21904 0.05 0.00 0.05 -1.06
C -2.63268 -0.61351 1.61815 0.02 0.05 -0.02 0.20
N -2.40160 0.14641 0.53873 -0.13 0.06 -0.34 0.12
C -3.40242 0.88762 0.04037 0.04 0.05 0.07 -0.17
H -5.90779 0.04360 2.14008 0.01 0.00 0.00 0.47
H -4.01344 -1.29300 3.09391 0.00 0.00 0.00 0.46
H -1.79155 -1.16528 2.01068 0.06 -0.06 0.02 0.41
H -3.17278 1.52329 -0.80336 0.01 -0.04 -0.02 0.55
C -0.90836 1.60992 8.88646 -0.02 0.02 0.00 -1.58
C -1.83638 1.06178 7.79156 0.01 -0.01 0.00 2.03
C -3.17382 1.81196 7.83166 -0.02 -0.01 0.00 -1.60
C -2.11262 -0.41403 8.08174 0.03 -0.01 0.00 -2.02
C -1.15993 1.26345 6.43465 0.01 -0.01 0.00 0.48
C -0.93990 2.56209 5.96225 0.01 0.02 0.01 -0.51
C -0.30189 2.83759 4.75710 -0.01 0.02 -0.02 -1.94
C 0.11286 1.75227 4.02466 0.02 0.02 0.05 0.96
O 0.76725 1.72214 2.79921 -0.06 0.07 -0.13 -0.44
B 0.90240 0.39045 2.54092 -0.02 -0.14 0.20 0.89
O 0.41767 -0.43390 3.53890 -0.08 -0.01 -0.10 -0.44
C -0.09281 0.46602 4.47676 0.01 -0.05 -0.03 0.48
C -0.71614 0.18183 5.66808 -0.03 -0.01 0.00 -0.82
H -1.31716 1.38637 9.87355 -0.01 0.02 0.00 0.44
H -0.79638 2.69202 8.80623 0.02 0.00 -0.01 0.36
H 0.08408 1.16165 8.81729 -0.01 -0.02 0.01 0.35
H -3.63886 1.68516 8.81081 0.00 0.00 0.00 0.45
H -3.86130 1.42582 7.07616 0.00 0.00 0.00 0.37
H -3.05206 2.88127 7.66234 0.01 0.00 0.00 0.33
H -2.65370 -0.50160 9.02423 0.01 0.00 0.00 0.43
H -1.19035 -0.99002 8.18098 0.00 0.00 -0.01 0.36
H -2.72822 -0.87040 7.30295 0.00 0.00 0.01 0.41
H -1.27033 3.40045 6.56032 0.00 0.00 0.00 0.40
H -0.14169 3.84915 4.41181 0.00 0.00 0.00 0.51
H -0.84471 -0.84232 5.98672 0.01 0.00 -0.01 0.57

Record 2
67
Properties=species:S:1:pos:R:3:forces:R:3:mulliken_charge:R:1 method="wB97M-V/def2-TZVPD" total_charge=0 orbital_gap_ev=6.74 e_lumo_ev=-0.01 total_energy_ha=-2835.41152
Ca 0.23611 0.37267 0.48597 0.14 -0.62 0.27 2.18
C 4.13094 -2.10990 1.56774 0.00 -0.01 0.04 -1.99
C 2.70764 -1.91529 1.13789 0.00 -0.21 -0.11 0.59
N 1.88656 -1.17225 1.78430 0.13 0.17 -0.31 -0.22
N 2.40864 -0.50579 2.87242 -0.23 0.04 -0.01 -0.21
C 1.57022 0.07931 3.76378 0.15 -0.22 0.11 0.44
N 2.17911 0.91777 4.63216 0.02 0.07 -0.05 -0.47
S -0.04629 -0.28878 3.90090 -0.17 0.06 -0.04 -0.42
C 2.22848 -2.58568 -0.09737 0.28 -0.16 0.06 0.54
C 2.72820 -3.78330 -0.48768 -0.09 0.25 -0.04 -0.71
C 2.37796 -4.30672 -1.80421 0.04 -0.02 0.02 -0.64
C 1.47928 -3.70742 -2.58638 -0.02 -0.04 -0.01 -0.78
C 0.66843 -2.56732 -2.06110 -0.05 -0.06 0.20 -0.38
N 1.24686 -1.97286 -0.83232 -0.17 0.19 0.08 1.10
H 4.70038 -1.19368 1.38014 0.00 0.02 0.01 0.40
H 4.61261 -2.89362 0.99676 0.01 -0.03 -0.02 0.46
H 4.19250 -2.34076 2.63274 0.00 0.01 0.00 0.42
H 3.38324 -0.24100 2.84555 -0.03 0.05 0.05 0.30
H 3.00859 1.41027 4.34036 0.00 0.03 0.00 0.24
H 1.55231 1.42212 5.23647 -0.01 0.04 0.00 0.27
H 3.41588 -4.33120 0.13673 0.01 -0.03 0.02 0.45
H 2.92341 -5.16883 -2.16683 0.01 -0.01 -0.02 0.40
H 1.30639 -4.05469 -3.59721 -0.03 0.01 -0.03 0.34
H -0.36688 -2.88865 -1.87436 0.01 -0.03 -0.07 0.39
O 0.88929 2.14279 1.52278 0.17 0.30 0.10 -1.10
C 0.21247 3.15671 1.95849 -0.01 0.05 0.02 0.60
C 0.65637 3.87536 3.09446 -0.04 -0.01 -0.03 -0.56
C -0.05652 4.92045 3.63339 0.06 0.02 0.07 -0.48
C -1.26422 5.32197 3.06720 -0.06 -0.02 -0.08 -0.90
C -1.70162 4.66983 1.93238 0.02 0.01 0.05 -0.81
C -0.98625 3.62023 1.34433 -0.10 0.07 -0.01 0.30
C -1.48309 3.07899 0.07242 0.20 0.13 0.13 0.43
N -1.24920 1.89898 -0.48200 -0.32 0.41 -0.01 -0.15
C -1.92798 1.88345 -1.68049 0.03 -0.08 -0.05 -0.69
C -2.56914 3.06287 -1.86251 -0.03 0.02 -0.05 -0.79
N -2.27718 3.81359 -0.74710 -0.04 -0.09 -0.02 -0.08
H 1.60027 3.56584 3.52394 0.03 0.00 0.03 0.42
H 0.32562 5.43192 4.50928 -0.01 0.00 0.00 0.36
H -1.84726 6.12254 3.49931 0.00 0.01 0.02 0.38
H -2.64996 4.96830 1.49926 -0.02 0.02 0.01 0.40
H -1.89456 1.02611 -2.33052 -0.01 -0.02 -0.03 0.56
H -3.18066 3.43449 -2.66416 -0.01 -0.01 -0.01 0.44
H -2.55512 4.76293 -0.57993 0.02 0.02 -0.01 0.20
N -1.60329 1.83114 -8.27385 -0.02 0.02 -0.02 -0.54
C -1.20396 1.32639 -7.32065 0.03 0.00 0.02 0.06
C -0.70518 0.69603 -6.13094 -0.07 0.03 -0.14 0.53
C -0.95561 -0.65523 -5.90645 0.06 0.02 0.10 -0.83
C -0.47741 -1.25735 -4.75675 -0.05 -0.02 -0.06 -0.64
C 0.25112 -0.53076 -3.81008 0.02 -0.05 0.12 0.66
C 0.50617 0.82592 -4.06098 -0.01 0.02 -0.03 -0.22
C 0.03250 1.43447 -5.20215 0.01 -0.05 0.07 -0.77
C 0.73694 -1.15199 -2.59690 0.03 0.23 -0.16 0.62
C 1.26585 -0.62403 -1.45189 0.28 -0.39 -0.13 -1.69
H -1.52393 -1.22483 -6.62897 -0.01 0.01 -0.02 0.44
H -0.68196 -2.30725 -4.58487 0.01 0.00 0.02 0.42
H 1.07939 1.39313 -3.33904 0.00 -0.02 0.03 0.45
H 0.22741 2.48318 -5.38169 -0.01 0.01 -0.03 0.46
N -4.23894 -3.74188 3.39783 0.00 0.00 0.01 -0.40
C -3.22697 -3.04691 2.83859 -0.44 0.09 -0.22 0.62
N -2.03664 -3.05836 3.45733 0.12 0.09 0.02 -0.30
N -3.50223 -2.40168 1.71325 0.62 -0.15 0.37 -0.74
C -2.47223 -1.74712 1.21400 -0.30 0.02 -0.22 0.32
N -1.59032 -1.17136 0.73607 -0.23 -0.09 0.03 -0.40
H -4.06694 -4.41645 4.11973 -0.01 0.00 0.00 0.21
H -5.08002 -3.82289 2.85426 0.00 -0.02 0.01 0.25
H -1.97434 -3.38589 4.40535 -0.02 -0.03 0.01 0.27
H -1.33121 -2.37803 3.19186 0.06 -0.02 -0.04 -0.04

Record 3
60
Properties=species:S:1:pos:R:3:forces:R:3:mulliken_charge:R:1 method="wB97M-V/def2-TZVPD" total_charge=+2 orbital_gap_ev="6.28 / 6.40" spin_multiplicity=4 e_lumo_ev="-7.68 / -7.69" total_energy_ha=-4822.78388
Mn -0.16024 0.04541 -1.42514 -0.98 0.72 -0.57 -0.06
C -0.16014 2.43021 -5.44554 0.00 -0.18 0.05 -1.71
C -0.80604 1.17611 -4.84454 0.05 -0.16 -0.31 1.28
C -2.14683 0.87521 -5.52424 0.15 -0.02 0.11 -1.56
C -0.96864 1.31071 -3.34734 -0.08 0.09 0.55 0.07
C -0.13604 2.16211 -2.58674 -0.47 -0.03 -0.02 -0.69
C -0.42314 2.45361 -1.24444 -0.22 -0.10 -0.02 -0.87
C -1.58544 1.96331 -0.60844 0.01 -0.23 -0.48 1.00
C -2.04384 2.53051 0.70026 0.06 -0.11 0.11 -1.19
C -2.36954 1.03721 -1.32584 0.37 0.47 -0.25 -0.82
C -2.04484 0.69051 -2.65444 0.01 0.36 0.03 -0.38
H -0.24454 2.40571 -6.52854 0.01 -0.05 -0.04 0.41
H 0.89916 2.49351 -5.21044 0.10 0.09 0.03 0.41
H -0.66114 3.32991 -5.09614 -0.05 0.16 0.01 0.43
H -0.13864 0.32821 -5.03684 0.00 -0.02 0.03 0.13
H -2.91814 1.55761 -5.17194 -0.13 0.08 -0.03 0.44
H -2.46594 -0.14849 -5.34534 -0.10 -0.05 0.01 0.29
H -2.05403 1.00361 -6.59874 0.03 -0.02 -0.05 0.41
H 0.66746 2.70461 -3.06644 0.11 -0.20 0.04 0.42
H 0.17516 3.19921 -0.73444 0.08 -0.11 0.05 0.62
H -1.55474 2.06751 1.55746 0.04 -0.01 -0.02 0.02
H -3.11754 2.40011 0.81206 -0.04 0.02 0.03 0.48
H -1.81394 3.59321 0.74136 -0.04 0.05 0.02 0.43
H -3.31004 0.69721 -0.90924 0.13 -0.22 0.07 0.54
H -2.74784 0.07911 -3.20564 0.22 -0.15 0.09 0.51
Cl -1.42974 -2.60519 -3.96754 -0.35 0.13 -0.14 -0.17
C -0.04074 -2.76459 -2.98464 0.46 0.32 0.55 1.28
C 0.24336 -1.79299 -2.01514 0.86 -0.54 0.10 -0.71
C 1.41736 -2.00059 -1.28664 -0.85 -0.80 -0.98 1.21
Cl 1.65866 -0.65349 -0.17704 0.59 0.38 0.78 -0.21
C 2.30877 -3.04129 -1.44314 0.10 -0.30 -0.14 -0.86
Cl 3.74526 -3.16889 -0.51894 -0.11 0.14 0.07 -0.16
C 1.98856 -3.99859 -2.42774 -0.08 0.43 0.22 0.86
Cl 3.04846 -5.30029 -2.70574 0.00 -0.04 0.02 -0.13
C 0.81746 -3.85769 -3.18714 -0.09 0.07 -0.02 -0.48
Cl 0.45006 -5.01189 -4.39694 0.07 0.05 0.12 -0.13
C 0.89646 3.67991 4.71266 0.02 -0.16 -0.08 -0.49
C -0.36754 3.11031 4.77786 0.07 0.09 0.07 -0.73
C -0.62224 1.91461 4.13736 0.07 -0.46 -0.38 -0.34
C 0.39186 1.26151 3.40916 0.14 -0.33 -0.39 0.69
C 1.66046 1.86001 3.33796 -0.21 -0.30 -0.06 -0.25
C 1.90276 3.05771 3.98696 0.08 0.02 -0.04 -0.66
Si 0.00256 -0.41659 2.68686 0.57 -0.26 1.21 0.08
C 0.60586 -1.99759 3.45626 -0.20 0.60 -0.42 0.84
C -0.35744 -2.94949 3.84186 -0.05 0.29 -0.35 -0.37
C 0.01276 -4.07719 4.54706 -0.03 -0.05 0.12 -0.68
C 1.34666 -4.29559 4.85836 -0.10 0.13 -0.10 -0.44
C 2.31156 -3.37849 4.46246 0.10 0.08 -0.05 -0.65
C 1.95326 -2.22959 3.78396 -0.15 0.20 0.00 -0.23
H 1.10316 4.60171 5.23276 -0.01 0.12 0.03 0.43
H -1.15344 3.59811 5.33236 -0.08 0.02 0.08 0.43
H -1.60504 1.47341 4.21566 -0.22 0.00 0.02 0.42
H 2.45126 1.39031 2.76836 0.13 -0.01 0.03 0.39
H 2.88516 3.50331 3.92926 0.04 0.03 0.00 0.43
H -1.05194 -0.47329 1.65216 -0.11 -0.09 0.24 0.04
H -1.40004 -2.79069 3.60866 -0.17 -0.07 -0.08 0.37
H -0.74024 -4.78509 4.85806 -0.06 -0.04 0.01 0.41
H 1.63366 -5.17499 5.41436 0.03 -0.08 0.01 0.43
H 3.34876 -3.55939 4.69266 0.13 0.00 0.04 0.42
H 2.71346 -1.51329 3.50696 0.11 0.04 0.01 0.37